[1]
Density functional theory data (the ωB97M-V functional and the def2-TZVPD basis) for a molecular structure, C32H50N7O8PPdS at a distorted geometry.

XYZ file:
```
100
Properties=species:S:1:pos:R:3:forces:R:3
Pd 0.4027 0.3018 -0.9787 0.481 -0.538 1.065
C 0.8113 3.1909 1.6371 0.190 -0.196 -0.116
N 0.0779 2.5329 2.6992 -0.065 -0.740 0.091
C -0.3657 3.4113 3.7579 -0.154 -0.066 0.026
P -0.1480 0.8815 2.6489 0.066 0.025 1.016
O -0.1808 0.3986 1.2482 0.009 -0.095 -0.860
N -1.5832 0.4976 3.4278 0.772 0.487 -0.228
C -1.6864 0.1502 4.8251 0.024 -0.157 0.175
C -2.8129 0.9841 2.8466 -0.112 0.013 -0.179
N 1.0016 0.0880 3.5574 -0.557 0.487 -0.559
C 1.1465 -1.3268 3.2594 -0.093 -0.168 -0.117
C 1.9721 0.7003 4.4280 0.040 0.093 0.004
H 1.6110 3.8136 2.0482 0.047 -0.019 0.027
H 0.1506 3.8355 1.0492 -0.032 0.017 -0.059
H 1.2486 2.4346 0.9855 0.011 0.235 0.019
H 0.4828 3.9431 4.2040 -0.047 -0.065 0.039
H -0.8738 2.8394 4.5315 -0.028 0.043 0.079
H -1.0609 4.1623 3.3645 0.021 -0.036 0.055
H -0.7017 -0.0785 5.2238 -0.013 -0.046 0.046
H -2.3250 -0.7315 4.9472 0.020 0.057 0.008
H -2.1238 0.9643 5.4165 -0.001 0.012 -0.021
H -2.6108 1.3186 1.8320 -0.180 -0.016 -0.125
H -3.2231 1.8243 3.4168 -0.004 0.046 0.031
H -3.5640 0.1902 2.8227 -0.003 0.029 -0.055
H 0.1752 -1.8202 3.3183 0.007 -0.139 0.011
H 1.8154 -1.7835 3.9876 -0.002 -0.016 0.021
H 1.5439 -1.4658 2.2506 -0.055 -0.117 0.163
H 1.8002 1.7727 4.4432 0.112 0.119 0.074
H 2.9941 0.5159 4.0806 -0.031 0.048 -0.004
H 1.8820 0.3196 5.4530 0.023 0.024 -0.047
C 0.9638 -6.2250 -1.6215 -0.038 0.024 -0.053
C 1.2806 -4.7593 -1.6474 0.220 0.251 -0.108
C 2.5812 -4.3168 -1.8533 -0.088 0.083 0.043
C 2.8626 -2.9542 -1.9214 -0.056 -0.186 0.022
C 4.2660 -2.4830 -2.1467 -0.011 -0.016 0.018
C 1.8366 -2.0432 -1.7757 -0.431 0.217 -0.179
C 0.5007 -2.4450 -1.4983 1.069 -0.369 -0.005
C 0.2616 -3.8381 -1.4805 -0.135 0.234 0.236
N -0.4102 -1.4701 -1.2625 -0.287 1.087 -0.366
C -1.8455 -1.6455 -1.2976 -0.233 0.215 0.391
C -2.5282 -0.2669 -1.1746 -0.100 -0.025 -0.048
C -4.0523 -0.4195 -1.2376 -0.108 0.171 0.032
C -4.5574 -1.3170 -0.1112 0.042 -0.012 -0.080
C -3.8747 -2.6750 -0.2264 -0.090 -0.191 0.282
C -4.2255 -3.3165 -1.5705 0.016 0.072 0.015
C -3.7785 -2.4032 -2.7120 -0.031 -0.130 -0.190
C -4.4434 -1.0360 -2.5793 0.022 -0.021 0.081
C -2.2635 -2.2401 -2.6560 -0.028 0.061 0.130
C -2.3633 -2.4856 -0.1106 -0.091 0.012 -0.188
H 1.8670 -6.8161 -1.5052 0.087 -0.099 0.028
H 0.4822 -6.5261 -2.5507 -0.051 -0.072 -0.081
H 0.2843 -6.4611 -0.8056 -0.054 -0.068 0.072
H 3.3753 -5.0334 -1.9954 0.152 -0.127 -0.003
H 4.8481 -3.2326 -2.6774 0.074 -0.026 -0.057
H 4.7455 -2.2958 -1.1862 0.109 0.064 0.047
H 4.2802 -1.5542 -2.7100 0.062 0.104 -0.049
H 2.0554 -0.9784 -1.9370 0.009 -0.431 0.043
H -0.7272 -4.2267 -1.3148 -0.111 0.000 0.015
H -2.2286 0.3799 -2.0082 0.052 -0.203 0.246
H -2.2389 0.2050 -0.2237 0.024 -0.100 -0.176
H -4.5084 0.5714 -1.1486 0.027 0.016 -0.001
H -5.6400 -1.4325 -0.1892 -0.112 0.020 0.034
H -4.3379 -0.8702 0.8599 0.010 0.038 0.084
H -4.2112 -3.3294 0.5871 -0.009 0.049 -0.058
H -5.3027 -3.4838 -1.6300 -0.077 -0.060 0.010
H -3.7303 -4.2868 -1.6589 -0.020 -0.081 -0.013
H -4.0518 -2.8531 -3.6734 0.007 0.017 0.065
H -5.5285 -1.1384 -2.6396 -0.094 0.022 -0.035
H -4.1199 -0.3825 -3.3900 -0.007 0.046 -0.122
H -1.9236 -1.5564 -3.4365 0.068 0.013 -0.053
H -1.7758 -3.1989 -2.8204 0.016 -0.036 -0.050
H -1.8756 -3.4547 -0.0617 0.034 -0.039 0.024
H -2.1156 -1.9528 0.8113 0.055 0.035 0.057
O -1.1787 7.0038 -3.4060 -0.140 -0.016 -0.048
N -0.0502 6.9490 -2.9562 -0.281 0.729 -0.242
O 0.6735 7.9140 -2.8010 0.106 0.052 0.067
C 0.4562 5.6663 -2.5850 0.030 -1.404 0.048
C 1.7374 5.5525 -2.0523 0.351 -0.434 0.145
C 2.2352 4.3133 -1.7018 -1.349 0.556 -0.710
C 1.4297 3.1248 -1.7714 -0.228 -0.417 0.246
O 1.7201 2.0757 -1.1455 -0.213 -0.101 0.148
C 0.1895 3.2851 -2.5020 0.999 0.963 0.500
C -0.3017 4.5291 -2.8513 0.065 0.305 0.015
N -0.5191 2.1356 -2.8278 -2.190 -1.994 -0.947
O 0.1153 1.0239 -2.9300 -0.871 1.393 -0.572
O -1.7389 2.1889 -3.0689 2.059 0.236 0.154
N 3.5928 4.2115 -1.2957 1.092 -0.166 0.390
O 4.1029 5.1637 -0.7344 -0.038 0.156 0.065
O 4.1832 3.1789 -1.5610 -0.050 0.283 -0.232
H 2.3544 6.4314 -1.9367 0.022 0.012 0.033
H -1.2543 4.6128 -3.3541 -0.020 0.020 0.033
C 4.2023 -1.3806 1.7032 -0.372 0.386 -0.327
S 3.2091 -0.2536 0.6592 0.654 -0.109 0.295
C 4.3307 1.1612 0.7208 -0.342 -0.224 0.023
H 4.3321 -0.9441 2.6908 0.026 -0.050 0.110
H 5.1735 -1.5412 1.2431 0.075 -0.042 -0.033
H 3.6743 -2.3246 1.7834 -0.028 -0.123 0.007
H 5.3464 0.8120 0.5748 0.197 0.022 0.021
H 4.2314 1.6876 1.6682 0.117 0.077 0.040
H 4.0646 1.8057 -0.1072 -0.010 0.013 0.127
```
Positions in Å, forces in eV/Å.

Properties
Energy relative to the best compared isomer or geometry (same formula, charge and spin), kcal per mole: 10.3
Total charge: 0
LUMO level (alpha / beta), eV: -1.9 / -2.1



[2]
Density functional theory data (the ωB97M-V functional and the def2-TZVPD basis) for 8 unconnected molecules or ions with the total composition C32H50O23S at a distorted geometry.

XYZ file:
```
106
Properties=species:S:1:pos:R:3:forces:R:3
C -1.5242 18.7401 40.7038 3.183 1.966 5.315
C -2.0641 20.1367 40.8378 3.530 0.952 2.410
C -1.4382 21.0844 39.7478 3.945 -1.016 4.310
O -2.4461 21.3391 38.9395 -3.260 0.882 -1.397
C -3.5944 20.9362 39.5571 -7.662 3.234 -6.290
O -4.7565 21.2096 39.0332 5.931 -1.360 2.734
O -3.4397 20.2435 40.6096 0.361 -1.014 1.966
H -1.6265 18.4457 39.7740 -0.268 -1.991 -4.607
H -1.9038 18.0754 41.4290 -1.221 -0.906 0.532
H -0.3955 18.7087 41.1052 -2.123 0.436 -1.480
H -1.7198 20.5618 41.8735 -1.338 -0.778 -1.593
H -0.6470 20.4868 39.2838 0.033 0.496 -0.347
H -0.9409 21.9651 40.3283 -1.037 -0.940 -1.521
C 1.3730 17.9278 47.2365 2.469 -5.591 -7.209
C 0.1633 17.4099 46.3582 -0.743 -2.594 2.281
C -0.7374 18.4843 45.7532 -0.541 -3.650 0.054
O -0.2255 18.6177 44.4413 -1.928 1.410 0.344
C 0.4786 17.5351 44.1494 0.449 1.124 -0.845
O 0.9990 17.3508 43.1209 0.687 -0.405 -2.700
O 0.6044 16.7700 45.1638 0.677 -2.235 2.537
H 1.0381 18.0866 48.1033 -2.532 1.411 7.054
H 1.7476 18.8319 46.7893 0.738 0.053 -0.205
H 2.1570 16.9123 47.3285 -1.955 3.442 -0.442
H -0.4935 16.4303 46.9091 1.919 3.304 -1.117
H -0.7715 19.3508 46.2373 0.814 3.952 1.852
H -1.7672 18.1441 45.9554 -0.152 -0.252 -1.566
C -0.2673 11.9850 44.3708 -0.946 -0.381 -0.109
C 0.0077 12.6153 43.0010 -2.676 1.077 3.594
C 0.6003 14.0676 43.1190 0.881 -6.464 -6.967
O 1.8179 13.8308 42.3134 0.281 3.476 1.821
C 2.0032 12.6311 41.9619 -0.009 -4.962 -2.536
O 2.8742 12.1284 41.2879 -0.697 1.358 1.319
O 0.8974 11.8028 42.3110 0.491 1.521 -0.635
H 0.4888 12.0285 45.1262 0.938 -0.783 0.149
H -0.7898 11.0454 44.1434 1.265 -0.635 0.297
H -1.1258 12.3834 44.8829 -0.533 1.373 0.063
H -1.0998 12.7101 42.8277 1.217 -0.329 -2.324
H 0.7389 14.2692 44.0323 1.789 2.044 6.781
H 0.0864 14.7227 42.5621 -1.998 2.625 -1.559
C -7.3111 16.7202 47.4511 0.953 -1.817 0.772
C -7.2899 16.4856 48.9832 -0.890 3.131 1.082
C -7.2395 17.8631 49.6813 3.335 0.204 -1.533
O -8.1323 17.8791 50.7788 0.642 -0.266 0.553
C -8.9498 16.8086 50.6593 -2.003 -0.614 1.823
O -9.8764 16.5011 51.4474 3.985 1.105 -3.749
O -8.5584 16.1965 49.4976 -2.975 -3.433 0.169
H -6.1899 16.7695 47.1141 -2.305 0.374 0.227
H -8.0493 17.4981 47.1511 1.135 -0.166 0.232
H -7.7508 15.7829 47.1000 0.350 -0.027 -0.630
H -6.4870 15.8527 49.4058 -0.658 -0.337 -0.618
H -7.6150 18.5689 48.9009 0.808 0.111 1.099
H -6.0746 17.8207 49.8806 -2.369 1.766 0.559
C -3.5484 16.4953 43.7518 3.313 0.500 -1.765
C -3.1450 15.1556 44.3175 -2.154 1.074 0.430
C -4.3930 14.4890 45.0059 4.656 -1.531 3.900
O -4.6489 13.3544 44.2086 -0.742 0.314 0.176
C -3.7922 13.3001 43.2257 2.774 -3.903 -5.543
O -3.7394 12.4040 42.2856 -0.532 4.627 5.015
O -2.7891 14.2872 43.3189 -1.444 -2.799 -1.214
H -2.5360 16.9255 43.1998 -2.430 -0.418 1.918
H -3.9469 17.0345 44.6042 0.061 0.882 -0.356
H -4.1971 16.4257 42.8901 -0.832 -0.148 0.191
H -2.3176 15.3218 44.9545 0.872 -0.198 0.997
H -5.1374 15.1976 45.0773 -2.220 0.871 -0.041
H -4.0328 14.1398 46.2247 -1.400 0.752 -3.707
C -3.6299 20.2471 44.3717 -0.838 0.107 1.679
C -4.4242 20.0019 45.7254 2.680 2.638 -0.454
C -3.7074 20.6221 47.0041 3.567 -3.564 -2.218
O -4.5953 21.5245 47.5679 2.871 -0.667 1.174
C -5.6535 21.5504 46.8140 -4.870 4.013 2.415
O -6.6280 22.2184 47.1830 2.102 -1.986 -1.711
O -5.5013 20.8795 45.7313 -2.471 -1.035 -3.043
H -2.6359 19.7427 44.3080 -0.860 0.250 0.217
H -3.4756 21.3571 44.5224 -0.110 -1.067 -1.350
H -4.3044 19.8771 43.5562 0.804 0.935 0.369
H -4.7142 18.9976 45.8583 -0.675 -1.180 0.220
H -2.6092 21.0264 46.5476 -2.988 -0.591 2.068
H -3.6353 19.6117 47.5505 0.736 2.155 0.539
C -3.7156 7.8414 40.9933 1.362 5.192 9.184
C -3.4038 9.3556 40.8837 0.617 -4.786 -5.099
C -1.9866 9.6462 40.4552 0.709 -2.016 -1.136
O -2.0971 10.5271 39.3832 -0.183 1.353 -0.681
C -3.3696 10.6382 39.0544 -2.260 1.667 -1.903
O -3.8162 11.3947 38.2208 0.837 -0.735 0.620
O -4.1820 9.8267 39.7627 0.907 0.325 -0.091
H -3.3828 7.4834 40.2010 2.712 -3.917 -6.934
H -4.6878 7.6721 41.2462 -2.763 -0.488 0.175
H -3.1189 7.5424 41.9448 -0.691 -0.132 -1.737
H -3.6201 9.9564 41.5856 -2.007 3.761 5.869
H -1.5613 8.7533 39.9625 0.331 -0.002 0.934
H -1.3330 10.1078 41.1567 0.435 -0.051 0.872
O -7.0013 16.1092 41.6016 1.564 4.510 4.533
S -7.3329 15.4821 40.4241 -1.740 -4.582 -1.745
O -8.6744 15.5272 39.9214 0.094 0.971 -0.941
C -5.9964 15.6541 39.2390 -3.831 -4.236 -2.736
C -5.0376 14.5141 39.4336 -0.484 0.106 1.254
C -5.9765 13.2917 39.9022 2.465 3.241 1.496
C -7.0665 13.8256 40.8831 1.234 -4.275 -0.297
H -5.7147 16.5696 39.4664 1.828 4.538 0.153
H -6.5781 15.4830 38.2702 1.039 0.924 0.887
H -4.2452 14.5114 38.6612 -1.101 -1.007 -0.330
H -4.4056 14.8674 40.2348 0.165 -0.447 1.120
H -5.3837 12.4801 40.1964 0.833 -0.930 1.278
H -6.5039 12.8956 39.1919 -2.552 -1.839 -5.149
H -6.4826 13.5936 41.7732 -0.762 1.287 0.954
H -7.9810 13.1085 40.9149 1.396 1.658 -0.407
```
Positions in Å, forces in eV/Å.

Properties
SMILES string: C[C@H]1COC(=O)O1.C[C@H]1COC(=O)O1.C[C@H]1COC(=O)O1.C[C@H]1COC(=O)O1.C[C@H]1COC(=O)O1.C[C@H]1COC(=O)O1.C[C@H]1COC(=O)O1.O=S1(=O)CCCC1
Energy relative to the best compared isomer or geometry (same formula, charge and spin), kcal per mole: 47.6
Total charge: 0
LUMO level, eV: -1.2



[3]
Density functional theory data (the ωB97M-V functional and the def2-TZVPD basis) for a molecular structure, C32H51BrN12O6PS2Tb at a distorted geometry.

XYZ file:
```
106
Properties=species:S:1:pos:R:3:forces:R:3
Tb -0.1913 -0.3967 -0.6444 0.038 0.108 0.523
N -2.0344 -3.2457 -2.4783 -0.140 0.054 -0.289
C -2.0375 -3.4796 -1.1550 -0.220 -0.514 -0.056
N -1.5079 -2.6671 -0.2747 0.212 0.201 0.098
C -1.6748 -3.1437 1.0067 -0.524 -0.852 -0.171
C -2.2862 -4.3584 1.0923 0.211 0.372 -0.060
S -2.7177 -4.9413 -0.4730 0.295 0.490 -0.107
C -1.3089 -2.2678 2.1021 -0.014 -0.102 0.992
C -1.4204 -2.5289 3.4328 0.184 0.157 -0.505
S -0.9977 -1.1406 4.3685 0.073 0.143 -0.532
C -0.7043 -0.2757 2.8709 -0.321 -0.215 0.625
N -0.8931 -0.9886 1.7865 0.098 0.181 -0.299
N -0.3736 1.0144 2.8573 0.297 0.471 -0.182
H -2.0152 -2.2479 -2.7058 -0.054 -0.278 0.018
H -2.6601 -3.8001 -3.0435 0.056 0.046 0.045
H -2.4800 -4.9532 1.9598 -0.048 -0.121 0.292
H -1.6913 -3.4430 3.9163 -0.092 -0.293 0.085
H -0.1041 1.4459 3.7262 0.023 0.014 -0.088
H 0.0055 1.3708 1.9453 -0.166 -0.091 0.441
C 1.0504 5.7559 3.0563 -0.015 -0.088 0.402
O 1.1200 6.0654 1.6827 -0.008 -0.092 -0.584
C 0.9763 5.0940 0.7722 -0.053 -0.111 -0.190
C 1.0566 5.5128 -0.5750 0.035 0.100 -0.101
C 0.9264 4.6086 -1.5837 0.025 0.148 0.199
C 0.7171 3.2266 -1.3446 -0.212 -0.608 0.316
C 0.6217 2.2740 -2.4153 0.084 0.586 -0.118
C 0.7923 2.7096 -3.8517 0.056 -0.196 0.201
O 0.3920 1.0534 -2.2318 0.107 0.287 -0.467
C 0.6320 2.7895 0.0264 0.006 0.161 -0.307
O 0.4496 1.5488 0.3650 0.395 0.242 0.014
C 0.7567 3.7592 1.0476 -0.051 -0.072 0.324
H 1.1889 6.7013 3.5758 -0.021 -0.094 0.007
H 1.8448 5.0633 3.3493 -0.032 0.012 -0.038
H 0.0749 5.3362 3.3187 0.038 0.014 -0.021
H 1.2220 6.5592 -0.7675 0.011 0.140 -0.086
H 0.9812 4.9761 -2.5950 0.004 0.020 -0.080
H 1.3369 3.6362 -3.9733 0.033 0.059 -0.006
H -0.1948 2.8234 -4.2989 -0.091 0.015 -0.033
H 1.3112 1.9244 -4.3970 -0.016 -0.077 0.001
H 0.6747 3.4131 2.0674 0.074 0.026 0.066
N -2.2669 1.4402 -0.1637 -0.253 -0.017 -0.136
C -3.4816 0.6322 -0.2465 0.086 -0.182 -0.558
C -4.7520 1.3931 -0.6906 -0.061 -0.101 0.191
C -5.6650 1.8589 0.4444 0.003 -0.278 -0.242
C -6.4568 0.7318 1.1147 -0.108 0.461 -0.266
N -5.6728 -0.0823 2.0328 0.128 -0.058 0.229
C -5.3551 -1.3682 1.8924 0.002 -0.117 0.307
N -4.8887 -2.0205 2.9713 -0.102 -0.079 -0.005
N -5.4864 -2.0045 0.7378 -0.138 -0.109 -0.041
C -3.2149 -0.5167 -1.2560 -1.208 0.251 0.613
O -4.1009 -1.3743 -1.3807 0.075 0.131 -0.288
O -2.1266 -0.4882 -1.8875 0.453 0.080 -0.575
H -2.3788 2.1656 0.5423 0.239 -0.136 -0.028
H -2.1466 1.9227 -1.0582 0.033 -0.028 0.247
H -3.6323 0.1694 0.7358 0.074 0.053 -0.195
H -5.3327 0.7574 -1.3627 -0.020 0.020 0.007
H -4.4447 2.2623 -1.2762 0.062 -0.019 -0.026
H -6.4020 2.5433 0.0211 0.017 0.080 0.096
H -5.0972 2.4127 1.1947 -0.023 0.098 0.092
H -6.8991 0.0792 0.3617 -0.027 -0.010 0.064
H -7.2679 1.1813 1.6962 0.034 -0.188 -0.075
H -5.4944 0.3402 2.9326 0.063 -0.140 -0.054
H -4.9340 -1.6141 3.8890 -0.121 -0.011 0.033
H -4.6429 -2.9950 2.9143 0.095 0.118 -0.092
H -5.1900 -1.5764 -0.1732 0.003 0.097 0.167
H -5.3189 -2.9998 0.7472 0.062 0.001 0.067
C 4.0563 -2.8645 -0.9459 -0.164 -0.223 0.027
N 4.3092 -1.4501 -0.7656 -0.405 0.529 0.690
C 5.6642 -1.0624 -1.1030 0.140 0.167 -0.191
P 3.3337 -0.5960 0.2812 1.370 0.333 0.016
O 1.9040 -0.9742 0.0337 -0.352 -0.341 0.120
N 3.7154 -0.9775 1.8580 -0.253 0.394 -0.817
C 5.0816 -0.9876 2.3421 0.189 -0.069 -0.051
C 2.7162 -0.9572 2.9010 -0.242 -0.068 -0.038
N 3.6768 1.0039 -0.0360 0.063 -1.121 0.242
C 3.7533 1.4693 -1.4040 -0.098 0.002 -0.216
C 4.0466 1.9886 0.9545 -0.030 0.071 0.174
H 4.7725 -3.4764 -0.3855 -0.011 0.055 -0.038
H 4.1348 -3.1217 -2.0075 -0.082 -0.056 0.095
H 3.0559 -3.0856 -0.5818 0.035 -0.176 -0.128
H 6.3924 -1.7671 -0.6920 -0.022 0.009 0.071
H 5.8843 -0.0702 -0.7202 0.075 0.065 -0.028
H 5.7884 -1.0554 -2.1887 0.047 0.029 -0.003
H 5.7739 -1.0238 1.5049 0.095 -0.033 0.041
H 5.2401 -1.8720 2.9674 0.024 0.076 -0.083
H 5.3106 -0.1007 2.9430 -0.019 -0.012 -0.025
H 1.7403 -0.9709 2.4223 -0.076 -0.029 0.222
H 2.8096 -0.0684 3.5354 -0.035 0.008 0.023
H 2.8249 -1.8459 3.5290 -0.048 0.051 0.008
H 3.4849 0.6521 -2.0699 0.033 0.063 -0.184
H 4.7630 1.8169 -1.6431 0.003 -0.051 -0.037
H 3.0614 2.2991 -1.5635 0.083 -0.001 0.026
H 3.9594 1.5594 1.9473 -0.002 0.053 0.149
H 3.3849 2.8584 0.8888 0.047 -0.049 0.031
H 5.0778 2.3264 0.8063 -0.016 -0.008 0.012
Br 1.5073 -6.0816 -2.4895 -0.045 0.318 -0.067
C 1.2474 -4.2961 -3.0687 -0.014 0.036 0.121
C 1.3495 -3.9533 -4.4101 -0.005 0.028 0.346
C 1.1475 -2.6253 -4.7477 -0.058 0.036 0.186
C 0.8437 -1.7099 -3.7480 -0.009 0.111 -0.259
N 0.7285 -2.0429 -2.4591 -0.018 -0.031 -0.155
C 0.9348 -3.3177 -2.1322 0.213 -0.320 -0.045
H 1.5875 -4.6969 -5.1556 -0.004 -0.050 -0.047
H 1.2138 -2.3107 -5.7783 0.016 0.089 -0.016
H 0.6822 -0.6645 -3.9864 -0.040 -0.060 0.041
H 0.8519 -3.5816 -1.0830 -0.030 0.017 -0.072
```
Positions in Å, forces in eV/Å.

Properties
Energy relative to the best compared isomer or geometry (same formula, charge and spin), kcal per mole: 0.0
Total charge: +2
LUMO level (alpha / beta), eV: -4.3 / -4.2
2S+1: 7



| no. | energy (a.u.) |
| --- | --- |
| 1 | -3101.7594 |
| 2 | -3377.6082 |
| 3 | -6894.6559 |